Version i
Below is a molecular structure, C4H11N2S, with properties calculated with the ωB97M-V functional and the def2-TZVPD basis.

Results
Total charge: -1
HOMO energy, eV: -2.6
HOMO-LUMO gap, eV: 5.80

Each line ends with the natural charge from an NBO analysis.
Positions of all 18 atoms, in Å:
C (0.464, 2.791, -0.724)  -0.74
H (-1.272, 1.127, -0.746)  0.21
H (1.817, -3.902, 0.349)  0.34
S (-0.316, 3.284, 0.888)  -0.73
H (-0.379, 0.673, 1.536)  0.44
N (-0.624, -0.190, 0.941)  -0.69
H (-0.161, -1.683, -0.444)  0.27
H (-1.394, -0.579, -0.941)  0.15
H (1.262, 3.695, -0.949)  0.18
H (-2.431, 0.148, 0.342)  0.19
C (0.401, -2.542, 0.376)  0.00
C (0.525, -1.004, 0.255)  -0.27
H (-0.288, 2.675, -1.448)  0.17
H (1.105, 1.886, -0.753)  0.17
C (-1.441, 0.188, -0.143)  -0.40
H (1.625, -0.931, 0.305)  0.26
H (-0.338, -2.471, 1.367)  0.22
N (1.445, -3.165, -0.211)  -0.77


Version ii
Below is a gas-phase ion, C4H11N2S (charge -1), with properties calculated with the ωB97M-V functional and the def2-TZVPD basis.

Results
SMILES: NCNCCC[S-]
Total charge: -1
HOMO energy, eV: -2.5
HOMO-LUMO gap, eV: 6.46

Each line ends with the natural charge from an NBO analysis.
Positions of all 18 atoms, in Å:
H (-1.808, 0.842, -0.447)  0.16
N (1.177, 1.455, 0.488)  -0.88
H (-0.173, 0.896, 2.030)  0.16
H (-1.318, -1.036, 0.804)  0.17
H (1.611, -1.321, 1.179)  0.33
N (0.703, -0.921, 1.446)  -0.64
H (-0.676, -1.521, -1.671)  0.19
C (-1.243, 0.528, -1.393)  -0.51
C (-0.257, -1.290, 0.337)  -0.23
H (-2.104, 0.151, -1.873)  0.18
H (-0.203, -2.394, 0.215)  0.18
H (0.338, 1.962, 0.143)  0.41
S (-0.465, 1.922, -2.399)  -0.72
C (0.828, 0.516, 1.589)  -0.06
H (1.602, 0.581, 2.409)  0.15
C (-0.299, -0.695, -1.076)  -0.48
H (1.676, 0.747, -0.177)  0.36
H (0.610, -0.422, -1.604)  0.23


Version iii
Below is a gas-phase ion, C4H11N2S (charge -1), with properties calculated with the ωB97M-V functional and the def2-TZVPD basis.

Results
SMILES: NCCNCC[S-]
Total charge: -1
HOMO energy, eV: -2.2
HOMO-LUMO gap, eV: 5.56

Each line ends with the natural charge from an NBO analysis.
Positions of all 18 atoms, in Å:
H (1.619, 1.387, -0.456)  0.17
H (-2.858, 0.366, 0.983)  0.36
N (-2.426, -0.406, 1.613)  -0.86
H (0.850, -1.110, 1.080)  0.19
C (-0.981, -0.380, 1.942)  -0.21
S (2.973, 0.355, -3.121)  -0.70
H (1.090, 1.909, -2.547)  0.18
C (-0.133, -0.877, 0.706)  -0.21
C (1.423, 0.882, -2.335)  -0.52
C (1.293, 0.436, -0.864)  -0.27
H (-2.829, -0.092, 2.530)  0.33
H (-0.748, -1.058, 2.818)  0.16
H (0.616, 0.211, -2.929)  0.14
H (-0.561, -1.885, 0.371)  0.17
H (2.124, -0.291, -0.752)  0.20
N (-0.010, 0.129, -0.310)  -0.66
H (-0.722, 0.539, 2.341)  0.17
H (-0.719, -0.115, -1.069)  0.35


Which structure is the least stable? The one labeled version i.


Version i
Below is a gas-phase ion, C4H11N2S (charge -1), with properties calculated with the ωB97M-V functional and the def2-TZVPD basis.

Results
SMILES: CN[C@H](CN)C[S-]
Total charge: -1
HOMO energy, eV: -2.5
HOMO-LUMO gap, eV: 6.25

Each line ends with the natural charge from an NBO analysis.
Positions of all 18 atoms, in Å:
H (2.165, 0.304, 0.605)  0.15
N (1.754, 0.819, -1.537)  -0.85
C (-0.170, -2.707, 0.968)  -0.41
C (1.406, 0.599, -0.145)  -0.23
H (1.113, 1.547, 0.313)  0.21
S (-1.568, 1.653, -0.429)  -0.72
N (0.753, -1.563, 0.899)  -0.65
H (1.025, 1.421, -1.911)  0.39
H (-1.829, -0.488, 0.586)  0.18
H (0.498, -3.575, 1.014)  0.18
H (1.070, -1.274, 1.811)  0.35
H (1.717, -0.077, -1.990)  0.34
H (-0.878, -2.713, 1.805)  0.17
C (0.272, -0.465, 0.079)  -0.09
H (-0.806, 0.376, 1.670)  0.15
H (-0.730, -2.766, 0.037)  0.20
C (-0.998, 0.233, 0.590)  -0.53
H (0.031, -0.779, -0.944)  0.17


Version ii
Below is a gas-phase ion, C4H11N2S (charge -1), with properties calculated with the ωB97M-V functional and the def2-TZVPD basis.

Results
SMILES: CNC[C@H](N)C[S-]
Total charge: -1
HOMO energy, eV: -2.5
HOMO-LUMO gap, eV: 6.21

Each line ends with the natural charge from an NBO analysis.
Positions of all 18 atoms, in Å:
H (-0.599, 1.755, -0.766)  0.18
H (0.134, -1.579, 1.255)  0.39
C (0.221, -0.968, -1.206)  -0.56
H (-0.996, 2.731, 2.387)  0.18
H (-1.601, 3.016, 0.747)  0.17
H (1.176, 1.510, -0.859)  0.17
H (0.706, 1.670, 1.698)  0.37
C (-0.707, 3.068, 1.389)  -0.40
H (1.312, -0.897, -1.290)  0.16
N (0.474, -0.617, 1.260)  -0.88
H (-0.520, 4.144, 1.403)  0.16
H (1.485, -0.729, 1.186)  0.34
C (-0.093, -0.091, 0.027)  -0.07
C (0.288, 1.407, -0.231)  -0.21
N (0.417, 2.282, 0.941)  -0.66
S (-0.327, -2.635, -1.079)  -0.68
H (-0.151, -0.390, -2.075)  0.17
H (-1.176, 0.018, 0.120)  0.17


Which structure is the least stable? The one labeled version i.


Version i
Below is a molecular structure, C3H13N3O, with properties calculated with the ωB97M-V functional and the def2-TZVPD basis.

Results
HOMO energy, eV: -8.5
HOMO-LUMO gap, eV: 9.44

Each line ends with the natural charge from an NBO analysis.
Positions of all 20 atoms, in Å:
H (1.203, -1.275, -0.534)  0.39
C (-0.772, -1.124, -0.130)  0.26
N (-0.730, 0.363, -0.013)  -0.64
N (0.324, -1.629, -0.916)  -0.86
H (3.214, 0.485, 0.437)  0.47
C (-2.020, 0.968, 0.324)  -0.41
H (-2.739, 0.757, -0.467)  0.19
C (1.803, 1.456, -0.612)  -0.39
H (-0.052, 0.580, 0.733)  0.38
H (-1.889, 2.046, 0.416)  0.20
H (2.413, 1.501, -1.523)  0.16
H (-1.710, -1.390, -0.628)  0.17
H (2.000, 2.396, -0.080)  0.15
H (-2.405, 0.562, 1.263)  0.20
H (0.244, -1.334, -1.883)  0.36
H (0.116, -1.498, 1.637)  0.36
H (-0.915, -2.680, 1.164)  0.37
O (2.284, 0.351, 0.224)  -0.80
N (-0.791, -1.675, 1.210)  -0.85
H (0.419, 1.140, -0.623)  0.29


Version ii
Below is 2 unconnected molecules or ions with the total composition C3H13N3O, with properties calculated with the ωB97M-V functional and the def2-TZVPD basis.

Results
SMILES: NCCN.NCO
HOMO energy, eV: -9.0
HOMO-LUMO gap, eV: 10.01

Each line ends with the natural charge from an NBO analysis.
Positions of all 20 atoms, in Å:
H (-0.696, 0.712, 1.467)  0.50
N (0.941, -1.919, -1.347)  -0.85
H (1.643, -0.079, 2.297)  0.37
H (-1.842, 1.201, -1.975)  0.36
H (-2.402, -0.022, -1.020)  0.36
H (-0.690, 2.189, -0.121)  0.14
C (0.675, -1.468, 0.010)  -0.23
H (0.512, -1.268, -2.011)  0.36
O (-1.639, 0.905, 1.263)  -0.75
N (1.184, 0.462, 1.573)  -0.86
C (-1.601, 1.580, 0.023)  0.10
H (0.914, -2.304, 0.682)  0.18
H (1.293, 0.480, -0.500)  0.19
H (0.576, -2.869, -1.534)  0.36
H (-0.395, -1.181, 0.173)  0.19
H (2.570, -0.524, 0.217)  0.18
H (1.559, 1.435, 1.613)  0.38
N (-1.640, 0.652, -1.135)  -0.88
H (-2.473, 2.261, 0.004)  0.14
C (1.511, -0.244, 0.320)  -0.23


Version iii
Below is 2 unconnected molecules or ions with the total composition C3H13N3O, with properties calculated with the ωB97M-V functional and the def2-TZVPD basis.

Results
SMILES: NCCNCN.O
HOMO energy, eV: -8.4
HOMO-LUMO gap, eV: 9.21

Each line ends with the natural charge from an NBO analysis.
Positions of all 20 atoms, in Å:
C (-0.837, -0.391, -1.427)  -0.04
H (-1.529, 3.837, -0.240)  0.46
N (-1.561, -1.296, -0.575)  -0.90
H (-0.052, -0.988, -2.096)  0.14
H (1.152, -1.910, -0.178)  0.19
N (0.043, 0.557, -0.637)  -0.68
H (2.000, -1.926, 2.537)  0.36
H (2.492, -1.259, 0.553)  0.19
H (-0.364, -0.009, 1.363)  0.20
H (-1.127, -1.899, 0.102)  0.37
H (-0.496, 3.468, -1.100)  0.46
H (0.375, -2.373, 2.057)  0.35
H (0.810, 0.876, -1.342)  0.36
C (0.572, 0.098, 0.761)  -0.25
C (1.359, -1.329, 0.724)  -0.28
H (-2.503, -1.384, -0.248)  0.39
O (-0.750, 4.199, -0.648)  -0.92
N (1.360, -2.307, 1.856)  -0.83
H (-1.410, 0.072, -2.312)  0.21
H (1.189, 0.959, 1.239)  0.22


Which structure is the least stable? The one labeled version iii.